Entry 1:
The following is a DFT calculation (wB97M-V/def2-TZVPD) of a cluster of 2 separate species, C10H16 in total.

HOMO level = -9.0 eV
net charge = 0
SMILES string = CCc1ccccc1.CC
gap between HOMO and LUMO = 0.36747 Ha
relative energy (zero: lowest compared OMol25 entry of this formula, charge and spin) = 16.4 kcal/mol

Each line ends with the Mulliken charge.
CARTESIAN COORDINATES (ANGSTROEM)
C: 0.512177 -2.337501 -2.718521  -0.868
C: 1.377587 -1.077102 -2.744180  -0.506
H: -0.309684 -2.296342 -3.419406  0.289
H: 1.150762 -3.200055 -2.948836  0.294
H: 0.080344 -2.678691 -1.776049  0.255
H: 1.250463 -0.528816 -3.673556  0.296
H: 2.437706 -1.298711 -2.616265  0.268
H: 1.140470 -0.433370 -1.892561  -0.012
C: -2.064675 0.392510 0.695232  -0.751
C: -2.801494 1.211290 1.753463  -1.136
C: -0.544575 0.498722 0.759259  0.702
C: 0.058072 1.725788 0.540877  -0.393
C: 0.210163 -0.589169 1.216623  -0.400
C: 1.402771 1.925372 0.894656  -0.486
C: 1.494180 -0.351665 1.679566  -0.546
C: 2.055360 0.916748 1.562881  -0.516
H: -2.281875 -0.666670 0.879091  0.278
H: -2.403965 0.591775 -0.322735  0.434
H: -2.116047 1.743371 2.420149  0.358
H: -0.489297 2.560332 0.124566  0.378
H: -0.234989 -1.574014 1.172623  0.320
H: 1.795918 2.898021 0.639030  0.399
H: 2.055150 -1.083053 2.231341  0.392
H: 3.092919 1.018159 1.864978  0.337
H: -3.472065 0.634410 2.387866  0.344
H: -3.395375 1.998662 1.289907  0.271

Forces on atoms 1 to 6 (eV/Å):
C 0.65 -1.04 -0.02
C -0.17 0.07 0.93
H -0.12 -0.01 -0.28
H -0.25 0.08 -0.51
H 0.05 0.76 0.35
H 0.01 0.08 0.01

Entry 2:
The following is a DFT calculation (wB97M-V/def2-TZVPD) of a cluster of 2 separate species, C10H16 in total.

HOMO level = -8.8 eV
net charge = 0
SMILES string = Cc1ccccc1.CCC
gap between HOMO and LUMO = 0.36082 Ha
relative energy (zero: lowest compared OMol25 entry of this formula, charge and spin) = 68.1 kcal/mol

Each line ends with the Mulliken charge.
CARTESIAN COORDINATES (ANGSTROEM)
C: -1.969213 1.581216 1.171519  -1.358
C: 1.607899 1.758898 -0.038117  -0.570
C: 0.265032 1.976138 0.056454  -0.218
C: 2.221806 0.990728 1.022802  -0.169
C: -0.540829 1.556087 1.248658  0.579
C: 1.500902 0.584244 2.095117  -0.735
C: 0.125378 0.828235 2.192962  -0.281
H: 2.171577 2.175519 -0.864607  0.392
H: -0.299468 2.792090 -0.519334  0.251
H: 3.300798 0.705921 0.729128  0.246
H: 1.892541 0.014188 2.851248  0.466
H: -2.632944 0.912114 1.833694  0.377
H: -2.333572 0.979730 0.293972  0.249
H: -0.537926 0.482021 2.908220  0.476
H: -2.334515 2.708096 1.344441  0.281
C: -0.314051 -1.313722 -1.015047  0.474
C: 0.891003 -2.242978 -0.954072  -1.372
C: -1.236424 -1.720397 -2.276494  -1.433
H: -0.848418 -1.398748 -0.016920  0.242
H: -0.040795 -0.346508 -1.318095  -0.060
H: 1.572756 -2.457558 -0.150500  0.363
H: -2.218843 -1.599593 -1.969954  0.368
H: 1.464206 -2.024385 -1.834436  0.300
H: 0.405422 -3.289754 -0.917481  0.329
H: -1.168754 -1.051182 -3.080367  0.417
H: -0.943572 -2.600391 -2.792785  0.386

Forces on atoms 1 to 6 (eV/Å):
C -4.47 0.76 0.51
C -0.34 -0.67 1.46
C -2.81 2.38 1.92
C 1.86 0.49 -3.14
C 3.89 -1.16 -2.61
C -1.09 0.43 -0.70

Entry 3:
The following is a DFT calculation (wB97M-V/def2-TZVPD) of a cluster of 2 separate species, C10H16 in total.

HOMO level = -9.0 eV
net charge = 0
SMILES string = Cc1ccccc1.CCC
gap between HOMO and LUMO = 0.37063 Ha
relative energy (zero: lowest compared OMol25 entry of this formula, charge and spin) = 12.1 kcal/mol

Each line ends with the Mulliken charge.
CARTESIAN COORDINATES (ANGSTROEM)
C: 0.390997 2.535517 1.821647  -1.404
C: 1.493695 1.636656 -2.189281  -0.449
C: 0.518186 0.871972 -1.565929  -0.498
C: 2.104035 2.705728 -1.555263  -0.502
C: 0.115832 1.220941 -0.276304  -0.224
C: 1.773211 2.983554 -0.227091  -0.412
C: 0.771062 2.246432 0.387621  0.687
H: 1.779194 1.352819 -3.154996  0.402
H: 0.126692 -0.001165 -2.067374  0.373
H: 2.714169 3.369399 -2.144061  0.373
H: -0.662163 0.668309 0.232225  0.262
H: 2.339748 3.769406 0.250682  0.369
H: -0.534850 2.039070 2.107921  0.365
H: 0.178530 3.583319 2.050211  0.353
H: 1.221464 2.210288 2.447942  0.287
C: -0.912160 -2.528665 0.796441  -0.079
C: -2.342013 -2.097530 0.389160  -1.084
C: -0.496072 -3.776835 0.021432  -1.270
H: -0.167926 -1.753694 0.727529  0.246
H: -0.966210 -2.769378 1.839753  0.292
H: -2.876782 -2.909712 -0.096538  0.390
H: -0.456856 -3.527269 -1.049538  0.294
H: 0.437693 -4.224625 0.333306  0.348
H: -2.344648 -1.283444 -0.339197  0.248
H: -2.894215 -1.816042 1.284513  0.296
H: -1.310614 -4.505049 -0.024811  0.337

Forces on atoms 1 to 6 (eV/Å):
C -0.07 0.18 0.05
C -0.40 -0.15 0.79
C 0.21 0.27 0.58
C -0.80 -0.04 0.29
C 0.42 -0.24 -0.65
C 0.34 -0.17 -1.18

Entry 4:
The following is a DFT calculation (wB97M-V/def2-TZVPD) of a cluster of 2 separate species, C10H16 in total.

HOMO level = -8.8 eV
net charge = 0
SMILES string = CCc1ccccc1.CC
gap between HOMO and LUMO = 0.36172 Ha
relative energy (zero: lowest compared OMol25 entry of this formula, charge and spin) = 67.9 kcal/mol

Each line ends with the Mulliken charge.
CARTESIAN COORDINATES (ANGSTROEM)
C: -2.173865 -0.058951 -2.835599  -0.977
C: -1.179042 0.942502 -3.463564  -0.555
H: -2.344225 0.262942 -1.748435  0.343
H: -3.153029 -0.027489 -3.207382  0.434
H: -1.845203 -1.188444 -3.165514  0.197
H: -0.278000 0.495267 -3.692847  0.281
H: -1.033271 1.509869 -2.466618  -0.090
H: -1.453632 1.611309 -4.179627  0.424
C: 0.055609 -2.149240 0.935301  -0.543
C: 0.006850 -2.358199 2.505878  -1.333
C: 0.470757 -0.697376 0.685541  -0.014
C: 1.406557 -0.031514 1.527206  -0.150
C: -0.151990 0.097071 -0.257579  0.238
C: 1.668812 1.303623 1.587419  -0.865
C: 0.000901 1.493797 -0.309887  -0.258
C: 0.833859 2.067207 0.664077  -0.620
H: 0.727639 -2.746802 0.393651  0.369
H: -0.963712 -2.262520 0.559185  0.324
H: -0.566245 -3.253154 2.782514  0.340
H: 1.931992 -0.665424 2.229974  0.210
H: -0.739831 -0.339848 -0.981437  0.543
H: 2.393217 1.922364 2.162967  0.363
H: -0.203680 2.033766 -1.261939  0.202
H: 1.286672 2.983504 0.430579  0.325
H: -0.376555 -1.559731 3.068009  0.454
H: 0.987172 -2.429126 2.844168  0.362

Forces on atoms 1 to 6 (eV/Å):
C 0.76 -1.95 -0.46
C -0.91 -0.02 5.51
H 0.49 -1.55 -1.41
H -1.46 0.37 -1.04
H -0.68 2.55 1.81
H 1.91 -0.92 -0.57

Entry 5:
The following is a DFT calculation (wB97M-V/def2-TZVPD) of a cluster of 2 separate species, C10H16 in total.

spin multiplicity = 2
HOMO level (alpha / beta) = -14.3 / -14.3 eV
net charge = +1
⟨S²⟩ = 0.77
gap between HOMO and LUMO (alpha / beta) = 0.36426 / 0.22473 Ha
relative energy (zero: lowest compared OMol25 entry of this formula, charge and spin) = 3.6 kcal/mol

Each line ends with the Mulliken charge.
CARTESIAN COORDINATES (ANGSTROEM)
C: -1.844807 -0.584492 1.095547  -1.293
C: -0.026973 -2.237862 0.579080  -0.378
C: -0.490190 -1.088194 1.254183  0.921
C: 1.226819 -2.671130 0.896115  -0.350
C: 0.396140 -0.397301 2.164081  -0.237
C: 2.044981 -2.086183 1.918151  -0.338
C: 1.620678 -0.906928 2.532758  -0.525
H: -0.662185 -2.767638 -0.114387  0.472
H: 1.614168 -3.542539 0.393175  0.407
H: -1.989154 0.417670 1.465526  0.389
H: -2.557488 -1.277077 1.563932  0.395
H: 0.161733 0.599298 2.490733  0.344
H: 2.994303 -2.542421 2.180035  0.428
H: 2.215028 -0.326870 3.225210  0.412
H: -2.143675 -0.686282 0.045288  0.324
C: 0.192255 2.100734 -2.362389  -0.198
C: -0.520052 0.788560 -2.637946  -0.881
C: -0.265859 2.731879 -1.049709  -0.920
H: 1.239399 1.844159 -2.336015  0.241
H: 0.006900 2.830772 -3.134006  0.290
H: -0.078996 0.205996 -3.452450  0.367
H: 0.048661 2.216710 -0.141675  0.131
H: 0.141873 3.740028 -0.957110  0.343
H: -1.360300 2.776959 -1.028869  0.293
H: -0.376486 0.084296 -1.797337  -0.014
H: -1.586773 0.777859 -2.791929  0.375

Forces on atoms 1 to 6 (eV/Å):
C -0.53 -0.44 -0.78
C 0.58 0.16 0.59
C 0.12 0.35 0.49
C 0.03 -0.77 -0.20
C 0.91 -0.15 -0.21
C -0.21 0.24 -0.09

Entry 6:
The following is a DFT calculation (wB97M-V/def2-TZVPD) of a structure of composition C10H16AlFN3O.

HOMO level (alpha / beta) = -21.2 / -21.2 eV
net charge = +3
gap between HOMO and LUMO (alpha / beta) = 0.32375 / 0.24767 Ha

Each line ends with the Mulliken charge.
CARTESIAN COORDINATES (ANGSTROEM)
Al: -0.161331 0.536917 -0.615031  0.118
N: -1.127738 -0.953995 -1.313833  -0.244
C: -1.473830 -1.825170 -0.091994  -0.488
C: -2.876650 -1.550764 0.412541  -0.798
C: -3.223965 -0.081129 0.668892  -0.569
C: -2.231457 0.684986 1.533611  -0.731
N: -1.247901 1.496886 0.658332  -0.309
H: -1.986228 -0.772880 -1.841998  0.389
H: -0.543743 -1.504062 -1.950269  0.429
H: -0.709019 -1.623795 0.673108  0.222
H: -1.342623 -2.866369 -0.380626  0.503
H: -2.986808 -2.124184 1.336024  0.378
H: -3.601636 -1.974560 -0.285820  0.396
H: -4.200336 -0.042228 1.152916  0.387
H: -3.382085 0.463230 -0.272488  0.364
H: -1.621660 0.039657 2.166709  0.451
H: -2.721592 1.415052 2.174346  0.435
H: -0.662324 2.057830 1.286060  0.437
H: -1.821387 2.200708 0.179667  0.431
F: 5.753625 -0.114351 0.375638  -0.131
C: 4.509315 0.034804 0.154525  0.403
C: 3.672354 0.465607 1.234717  -0.713
C: 2.342522 0.621326 0.975375  -0.137
C: 1.784707 0.350735 -0.316284  0.545
C: 2.673420 -0.062684 -1.365187  -0.113
C: 4.008932 -0.234963 -1.157811  -0.706
H: 4.124960 0.650242 2.202276  0.508
H: 1.713878 0.953018 1.794101  0.351
H: 2.292247 -0.254228 -2.362604  0.402
H: 4.701017 -0.556382 -1.927698  0.505
O: 0.328304 2.738927 -2.841791  -0.060
N: 0.017031 1.831820 -2.255402  0.345

Forces on atoms 1 to 6 (eV/Å):
Al 0.10 0.17 0.04
N 0.03 0.00 -0.03
C 0.12 0.00 -0.05
C -0.03 -0.06 0.02
C -0.01 0.03 -0.03
C 0.15 0.12 -0.01

Entry 7:
The following is a DFT calculation (wB97M-V/def2-TZVPD) of a structure of composition C10H16CeClLuTe.

HOMO level (alpha / beta) = -7.2 / -7.2 eV
net charge = 0
gap between HOMO and LUMO (alpha / beta) = 0.19440 / 0.19428 Ha
relative energy (zero: lowest compared OMol25 entry of this formula, charge and spin) = 20.4 kcal/mol

Each line ends with the Mulliken charge.
CARTESIAN COORDINATES (ANGSTROEM)
Lu: -0.833084 1.118780 -0.216426  1.209
Cl: -2.315273 2.987952 -0.489280  -0.575
C: -2.453065 -0.152186 0.589901  -1.220
H: -2.363436 -0.635114 1.560273  0.230
H: -2.801206 -0.926294 -0.117608  0.331
H: -3.324115 0.521564 0.701329  0.347
Ce: 0.864535 0.797655 -3.666873  1.171
C: 3.087786 0.743151 -4.261867  -1.249
C: -0.540825 -0.358049 -5.092389  -1.289
C: 0.759138 -0.465796 -1.716043  -1.305
H: -0.566917 -1.386491 -4.742740  0.339
H: -1.545637 0.060280 -5.173502  0.370
H: -0.018418 -0.277362 -6.051769  0.382
H: 3.450674 -0.222676 -3.892675  0.332
H: 3.075673 0.768734 -5.353323  0.371
H: 3.677540 1.571375 -3.862890  0.374
H: 0.283525 -1.433517 -2.033003  0.360
H: 1.791757 -0.836804 -1.533024  0.311
Te: 1.011224 2.312036 1.709117  -0.150
C: 0.328264 0.746961 2.906102  -0.030
C: -0.922469 0.860386 3.560299  -0.356
C: -1.295634 -0.142379 4.464732  -0.359
C: -0.441526 -1.217404 4.721587  -0.430
C: 0.807790 -1.299065 4.094606  -0.348
C: 1.205050 -0.331701 3.162989  -0.592
H: -1.543922 1.731794 3.325282  0.385
H: -2.269266 -0.065863 4.953090  0.337
H: -0.748836 -1.977205 5.457979  0.348
H: 1.469815 -2.131003 4.337258  0.334
H: 2.170869 -0.361768 2.658856  0.372

Forces on atoms 1 to 6 (eV/Å):
Lu 1.05 -0.45 0.74
Cl -0.06 0.52 -0.82
C -1.04 -0.49 0.19
H 0.21 -0.21 0.10
H 0.14 0.04 0.06
H 0.25 -0.12 -0.07

| no. | molecular weight (g mol⁻¹) | strongest force on any atom (eV/A) |
| --- | --- | --- |
| 1 | 136.2 | 1.51 |
| 2 | 136.2 | 4.83 |
| 3 | 136.2 | 1.47 |
| 4 | 136.2 | 5.59 |
| 5 | 136.2 | 1.56 |
| 6 | 240.2 | 0.38 |
| 7 | 614.4 | 2.71 |